[1]
Computed, not measured: a structure of composition C21H25ClN3O6V at a distorted geometry, with ωB97M-V/def2-TZVPD.

The geometry in XYZ format:
```
57
Properties=species:S:1:pos:R:3:forces:R:3
V -0.184 0.086 -0.113 5.7 -1.3 0.4
Cl -1.601 -2.338 -0.671 -1.9 -1.6 -0.3
O 0.284 1.817 0.186 0.9 0.3 -0.7
O -1.726 0.440 -0.208 -3.4 0.4 1.3
O -1.616 -3.728 -0.803 0.2 -1.1 -0.2
O -2.273 -1.912 0.500 -0.5 0.0 0.9
O -0.196 -1.930 -0.528 2.0 1.1 0.2
O -2.104 -1.679 -1.814 -0.4 0.2 -0.9
N -0.151 0.417 -2.138 -0.8 0.4 -0.3
N 2.077 -0.313 0.136 0.1 -0.1 -0.1
N -0.096 -0.255 1.830 -0.4 0.2 0.6
C 0.299 -1.528 2.362 0.4 -1.0 0.3
C -0.624 0.618 2.610 0.0 0.4 0.6
C -0.858 1.988 2.269 0.2 0.4 -0.6
C -0.338 3.952 0.923 0.0 -0.4 -0.2
C -0.294 2.551 1.080 -0.8 1.2 1.7
C -1.013 4.741 1.821 0.0 -0.2 0.1
C -2.472 1.165 -2.228 -0.7 -0.1 1.2
C 2.294 0.569 -2.208 -0.2 -0.2 0.0
C -1.172 0.878 -2.768 0.2 0.0 -0.5
C -2.750 0.837 -0.866 -2.9 1.6 -3.0
C -5.065 1.383 -1.202 0.2 0.1 -0.2
C -1.484 2.839 3.196 -0.1 0.1 -0.1
C 1.019 0.079 -2.901 0.7 -0.1 -0.5
C -1.605 4.187 2.958 0.0 -0.1 0.1
C 2.716 0.769 0.901 0.1 0.4 0.2
C -3.519 1.641 -3.020 0.3 -0.1 0.0
C 2.339 -1.585 0.846 0.0 -0.7 0.4
C 1.821 -1.672 2.280 -0.2 0.2 -0.1
C -4.056 0.938 -0.373 0.9 -0.3 0.3
C 2.783 -0.418 -1.154 0.3 0.2 -0.6
C -4.796 1.758 -2.514 0.0 -0.1 0.0
H -1.085 1.018 -3.849 0.1 0.0 0.1
H -1.876 2.418 4.109 -0.1 -0.1 0.1
H -0.030 -1.639 3.402 0.0 0.1 -0.1
H 0.141 4.388 0.058 0.0 0.0 -0.1
H 3.744 0.495 1.170 -0.1 -0.1 -0.1
H -3.320 1.905 -4.045 0.0 0.0 -0.2
H 3.429 -1.749 0.864 -0.2 0.0 -0.1
H -4.257 0.633 0.642 0.0 0.0 0.1
H 3.858 -0.266 -0.988 -0.1 -0.2 0.1
H -0.848 0.346 3.649 0.1 -0.1 -0.2
H 2.093 -2.654 2.669 0.0 0.0 0.0
H -0.168 -2.311 1.761 0.0 0.0 0.3
H 2.296 -0.929 2.922 0.0 0.0 0.0
H 2.157 0.977 1.810 0.0 0.0 0.0
H 3.069 0.688 -2.967 0.0 0.0 0.1
H -5.596 2.104 -3.148 -0.1 0.1 -0.1
H -2.134 4.820 3.651 0.0 0.0 0.1
H 0.952 0.503 -3.913 -0.1 -0.1 0.2
H 2.101 1.551 -1.766 0.1 0.0 -0.1
H 2.745 1.683 0.314 0.0 0.0 0.0
H -1.076 5.805 1.649 0.0 0.1 0.0
H 2.641 -1.427 -1.549 0.1 0.0 0.1
H 1.048 -1.015 -2.992 0.0 0.2 -0.1
H 1.867 -2.386 0.274 0.2 0.1 0.0
H -6.072 1.444 -0.826 -0.1 0.0 0.1
```
Forces are in eV/Å.

Values from the calculation:
Charge ... +1
HOMO energy (spin up / spin down) ... -0.42383 / -0.42818 hartree
Kohn-Sham gap (spin up / spin down) ... 7.2 / 7.7 eV
Multiplicity ... 2
Total energy ... -77136.4971 eV

[2]
Computed, not measured: a cluster of 2 separate species, C3H6N2O2 in total at a distorted geometry, with ωB97M-V/def2-TZVPD.

The geometry in XYZ format:
```
13
Properties=species:S:1:pos:R:3:forces:R:3
O -2.515 -0.697 0.421 -0.2 3.2 0.1
O -0.697 1.776 -0.468 -0.8 -0.3 -0.3
N -0.022 -0.420 -0.890 -2.1 -0.3 -1.0
N 1.833 -0.540 0.330 0.4 -0.5 0.4
C 0.993 -1.193 -0.378 1.0 0.0 0.2
C 1.330 0.828 0.469 -0.1 -0.4 -1.6
C 0.040 0.830 -0.340 1.1 1.3 0.4
H 1.026 -2.273 -0.629 0.2 0.9 0.3
H -1.653 -0.626 0.819 0.8 -1.2 0.6
H 1.973 1.657 0.120 0.1 -0.7 -0.2
H 1.146 1.103 1.476 -0.3 -0.1 1.2
H -0.882 -0.771 -1.339 0.8 0.3 0.4
H -2.572 0.327 0.409 -0.9 -2.1 -0.5
```
Forces are in eV/Å.

Values from the calculation:
Charge ... 0
HOMO energy ... -0.36488 hartree
Energy relative to the best compared isomer or geometry (same formula, charge and spin) ... 159.5 kJ/mol
Kohn-Sham gap ... 10.6 eV
SMILES ... O=C1CN=CN1.O
Multiplicity ... 1
Total energy ... -10283.1439 eV

[3]
Computed, not measured: the molecule C12H10N2O3S, with ωB97M-V/def2-TZVPD.

The geometry in XYZ format:
```
28
Properties=species:S:1:pos:R:3:forces:R:3
S -2.228 1.154 0.949 -0.6 0.2 -0.5
O -1.015 -3.147 0.968 0.0 -0.4 -0.1
O -2.576 -2.298 -0.923 0.0 0.2 0.1
O 0.321 0.489 1.727 0.3 0.0 0.3
N 0.168 -1.253 0.305 -0.1 -0.2 0.1
N 4.252 -0.710 -0.595 0.4 -0.4 -0.2
C 3.044 -0.951 -0.124 -0.4 0.2 0.1
C 3.925 1.615 -0.180 -0.1 -0.1 0.0
C -1.086 -1.775 0.838 0.0 0.1 -0.1
C 0.824 -0.212 0.869 0.1 -0.1 -0.2
C -2.689 -0.067 -0.197 -0.5 0.8 -0.1
C -3.962 1.752 -0.857 0.0 0.2 0.1
C 4.678 0.541 -0.634 0.0 0.3 0.0
C -3.290 2.269 0.217 0.1 -0.3 0.1
C 2.657 1.362 0.310 0.0 -0.2 0.0
C -2.196 -1.416 -0.172 0.3 -0.7 0.2
C -3.626 0.418 -1.092 0.4 -0.4 0.3
C 2.185 0.051 0.324 0.4 0.2 0.0
H -4.033 -0.193 -1.877 -0.1 -0.1 -0.1
H 4.322 2.618 -0.210 0.0 0.1 0.0
H 2.768 -1.997 -0.082 -0.1 -0.1 0.0
H 5.671 0.681 -1.040 0.1 0.1 0.0
H 2.021 2.153 0.681 0.0 0.0 0.0
H -1.483 -3.524 0.197 0.0 0.1 0.2
H 0.623 -1.831 -0.384 0.0 0.1 0.0
H -1.241 -1.301 1.815 0.0 -0.1 -0.2
H -4.668 2.310 -1.445 -0.1 0.1 -0.1
H -3.365 3.264 0.612 0.0 0.2 0.1
```
Forces are in eV/Å.

Values from the calculation:
Charge ... 0
HOMO energy ... -0.34792 hartree
Kohn-Sham gap ... 9.2 eV
SMILES ... O=C(N[C@H](O)C(=O)c1cccs1)c1cccnc1
Multiplicity ... 1
Total energy ... -32564.2683 eV

What did the first record say?
Computed, not measured: a structure of composition C21H25ClN3O6V at a distorted geometry, with ωB97M-V/def2-TZVPD.

The geometry in XYZ format:
```
57
Properties=species:S:1:pos:R:3:forces:R:3
V -0.184 0.086 -0.113 5.7 -1.3 0.4
Cl -1.601 -2.338 -0.671 -1.9 -1.6 -0.3
O 0.284 1.817 0.186 0.9 0.3 -0.7
O -1.726 0.440 -0.208 -3.4 0.4 1.3
O -1.616 -3.728 -0.803 0.2 -1.1 -0.2
O -2.273 -1.912 0.500 -0.5 0.0 0.9
O -0.196 -1.930 -0.528 2.0 1.1 0.2
O -2.104 -1.679 -1.814 -0.4 0.2 -0.9
N -0.151 0.417 -2.138 -0.8 0.4 -0.3
N 2.077 -0.313 0.136 0.1 -0.1 -0.1
N -0.096 -0.255 1.830 -0.4 0.2 0.6
C 0.299 -1.528 2.362 0.4 -1.0 0.3
C -0.624 0.618 2.610 0.0 0.4 0.6
C -0.858 1.988 2.269 0.2 0.4 -0.6
C -0.338 3.952 0.923 0.0 -0.4 -0.2
C -0.294 2.551 1.080 -0.8 1.2 1.7
C -1.013 4.741 1.821 0.0 -0.2 0.1
C -2.472 1.165 -2.228 -0.7 -0.1 1.2
C 2.294 0.569 -2.208 -0.2 -0.2 0.0
C -1.172 0.878 -2.768 0.2 0.0 -0.5
C -2.750 0.837 -0.866 -2.9 1.6 -3.0
C -5.065 1.383 -1.202 0.2 0.1 -0.2
C -1.484 2.839 3.196 -0.1 0.1 -0.1
C 1.019 0.079 -2.901 0.7 -0.1 -0.5
C -1.605 4.187 2.958 0.0 -0.1 0.1
C 2.716 0.769 0.901 0.1 0.4 0.2
C -3.519 1.641 -3.020 0.3 -0.1 0.0
C 2.339 -1.585 0.846 0.0 -0.7 0.4
C 1.821 -1.672 2.280 -0.2 0.2 -0.1
C -4.056 0.938 -0.373 0.9 -0.3 0.3
C 2.783 -0.418 -1.154 0.3 0.2 -0.6
C -4.796 1.758 -2.514 0.0 -0.1 0.0
H -1.085 1.018 -3.849 0.1 0.0 0.1
H -1.876 2.418 4.109 -0.1 -0.1 0.1
H -0.030 -1.639 3.402 0.0 0.1 -0.1
H 0.141 4.388 0.058 0.0 0.0 -0.1
H 3.744 0.495 1.170 -0.1 -0.1 -0.1
H -3.320 1.905 -4.045 0.0 0.0 -0.2
H 3.429 -1.749 0.864 -0.2 0.0 -0.1
H -4.257 0.633 0.642 0.0 0.0 0.1
H 3.858 -0.266 -0.988 -0.1 -0.2 0.1
H -0.848 0.346 3.649 0.1 -0.1 -0.2
H 2.093 -2.654 2.669 0.0 0.0 0.0
H -0.168 -2.311 1.761 0.0 0.0 0.3
H 2.296 -0.929 2.922 0.0 0.0 0.0
H 2.157 0.977 1.810 0.0 0.0 0.0
H 3.069 0.688 -2.967 0.0 0.0 0.1
H -5.596 2.104 -3.148 -0.1 0.1 -0.1
H -2.134 4.820 3.651 0.0 0.0 0.1
H 0.952 0.503 -3.913 -0.1 -0.1 0.2
H 2.101 1.551 -1.766 0.1 0.0 -0.1
H 2.745 1.683 0.314 0.0 0.0 0.0
H -1.076 5.805 1.649 0.0 0.1 0.0
H 2.641 -1.427 -1.549 0.1 0.0 0.1
H 1.048 -1.015 -2.992 0.0 0.2 -0.1
H 1.867 -2.386 0.274 0.2 0.1 0.0
H -6.072 1.444 -0.826 -0.1 0.0 0.1
```
Forces are in eV/Å.

Values from the calculation:
Charge ... +1
HOMO energy (spin up / spin down) ... -0.42383 / -0.42818 hartree
Kohn-Sham gap (spin up / spin down) ... 7.2 / 7.7 eV
Multiplicity ... 2
Total energy ... -77136.4971 eV

Question: Which value of charge does entry 1 give?
Answer: +1

Question: The lowest total energy belongs to which entry?
Answer: C21H25ClN3O6V

Question: Look up the multiplicity of the second one.
Answer: 1